Formula: C3H5FO2S
Source: the OMol25 dataset
Level of theory: wB97M-V/def2-TZVPD

Calculated values
- Electronic energy: -765.78561 hartree
- Maximum force: 3.31 eV/Å
- HOMO: -11.045 eV
- Gap between HOMO and LUMO: 0.40418 Ha

Each line ends with the natural charge from an NBO analysis.
Element x y z (Å)
C: -0.706 1.385 0.628  -0.295
C: -0.245 0.238 0.115  -0.281
C: -0.891 -1.077 0.050  -0.669
S: 1.432 -0.027 -0.383  2.335
O: 2.157 1.216 -0.311  -0.870
O: 1.956 -1.334 -0.073  -0.862
F: 1.077 -0.194 -1.996  -0.516
H: -0.107 2.264 0.701  0.224
H: -1.620 1.525 1.179  0.217
H: -1.456 -1.121 -0.890  0.240
H: -0.024 -1.656 0.088  0.246
H: -1.574 -1.219 0.893  0.230